This record from OMol25 describes a 2-piece molecular cluster, C3H10N2O4 overall. The level of theory is wB97M-V/def2-TZVPD.

```
19
Properties=species:S:1:pos:R:3:lowdin_charge:R:1
H 2.347 1.695 1.395 0.148
C -1.365 0.504 0.823 -0.166
H -1.974 0.402 1.716 0.074
H 1.574 -2.276 -0.631 0.114
H -2.275 -1.686 -1.290 0.050
H -2.873 0.364 -0.378 0.101
H -0.067 0.518 -1.018 0.013
H -0.411 -0.058 1.088 0.095
C 1.697 0.841 -0.390 -0.436
C 2.029 -0.556 0.040 -0.434
N -1.907 0.064 -0.410 -0.200
O 1.910 -1.462 -1.014 0.098
O 0.649 1.055 -1.303 0.050
H 2.579 1.099 -0.971 0.161
H -1.054 1.580 0.609 0.111
N -2.085 -1.398 -0.360 -0.014
O 2.434 -0.821 1.139 0.136
H -2.883 -1.598 0.300 0.092
O 1.674 1.731 0.654 0.007
```

Its SMILES is O=C(O)C(O)O.CNN. For the energy, the calculation gives -530.71122 Eh.

This record from OMol25 describes a 2-piece molecular cluster, C3H10N2S overall. The level of theory is wB97M-V/def2-TZVPD.

```
16
Properties=species:S:1:pos:R:3:lowdin_charge:R:1
H -2.690 -1.726 1.489 0.026
S 1.683 -0.450 -2.309 0.719
H 2.358 0.751 -0.229 0.021
C -0.091 -0.457 -2.089 -0.470
H -0.556 -1.235 -2.698 0.031
H -0.525 -0.717 -1.112 0.018
H -2.310 -0.025 2.899 0.115
H -0.462 0.532 -2.357 0.028
H -0.172 0.832 3.007 0.077
H 0.361 -0.106 1.744 0.081
N -1.724 -1.438 1.427 0.057
C 2.067 0.993 -1.252 -0.422
H 1.166 1.599 -1.257 0.021
N -0.431 0.311 2.194 0.067
C -1.582 -0.424 2.186 -0.394
H 2.909 1.563 -1.644 0.024
```

Its SMILES is [H]/N=C/N.CSC. For the energy, the calculation gives -627.97806 Eh.

This record from OMol25 describes one molecule with the formula C3H10N2S. The level of theory is wB97M-V/def2-TZVPD.

```
16
Properties=species:S:1:pos:R:3:lowdin_charge:R:1
H -0.228 -0.226 -1.832 0.069
H 1.609 1.294 -1.132 0.106
H -0.198 1.332 0.076 0.133
H 3.500 1.099 0.485 0.063
C 1.703 0.545 -0.345 -0.243
H 0.390 -1.065 1.659 0.089
N 2.528 1.050 0.775 -0.018
S -2.242 -0.686 -0.648 0.692
H -2.231 -0.361 0.647 -0.156
C 0.228 0.320 0.146 -0.513
H 0.624 0.429 2.136 0.062
C -0.442 -0.613 -0.842 -0.560
H 2.224 2.016 0.914 0.072
H 0.022 -1.587 -0.755 0.070
H 2.102 -0.401 -0.706 0.109
N 0.050 -0.114 1.503 0.023
```

Its SMILES is NC[C@H](N)CS. For the energy, the calculation gives -627.98824 Eh.

ΔE to the lowest compared entry with this formula, charge and spin per entry: 60.2 10.4 4.0 kcal/mol
Lowest unoccupied orbital energy per entry: 0.68 0.89 0.92 eV